Entry 1
Below is a gas-phase ion, C3H7N4S (charge +1), with properties calculated with ωB97M-V/def2-TZVPD.

The geometry in ORCA input format:
```
! RIJCOSX wB97M-V def2-TZVPD def2/J DEFGRID3
* xyz 1 1
C -1.458 1.649 -0.723
C 0.569 1.128 -1.069
C 0.774 -1.241 0.682
N -0.388 1.998 -1.426
N -1.205 0.569 -0.020
N 0.103 0.218 -0.186
N -0.387 -1.952 0.926
S 2.193 1.155 -1.719
H -2.418 2.101 -0.637
H 1.016 -0.543 1.523
H 1.540 -1.714 0.241
H -1.737 0.178 0.797
H -0.730 -2.795 0.416
H -0.795 -1.763 1.829
H 2.923 1.011 -0.634
*
```

Calculated values
HOMO level   -0.5019 Ha
Gap between HOMO and LUMO   0.37807 Eh

Here are the Mulliken charges for atoms 1 to 2, given in e:
1. C 0.04
2. C 0.28

=====

Entry 2
Below is 2 unconnected molecules or ions with the total composition C3H7N4S, with properties calculated with ωB97M-V/def2-TZVPD.

The geometry in ORCA input format:
```
! RIJCOSX wB97M-V def2-TZVPD def2/J DEFGRID3
* xyz 1 1
C 0.551 0.640 -1.734
C 0.010 1.530 -0.816
C -1.169 -0.646 0.026
N -0.326 -1.248 -0.770
N -2.168 -1.173 0.697
N 1.484 0.080 1.403
N 0.603 -0.687 -1.509
S -0.840 1.027 0.565
H 1.163 0.872 -2.568
H 0.255 2.654 -0.950
H -2.446 -2.050 0.317
H -2.644 -0.634 1.385
H 1.397 -0.834 0.947
H 2.103 0.665 0.817
H 2.027 -0.196 2.191
*
```

Calculated values
HOMO level (spin up / spin down)   -0.5027 / -0.5027 Ha
Gap between HOMO and LUMO (spin up / spin down)   0.27428 / 0.27432 Eh

Here are the Mulliken charges for atoms 1 to 2, given in e:
1. C -0.21
2. C -0.07

=====

Energies in kJ/mol, measured from the most stable structure: entry 1 0.0; entry 2 112.4.

=====

Entry 1
Below is 3 unconnected molecules or ions with the total composition C4H13NO3, with properties calculated with ωB97M-V/def2-TZVPD.

The geometry in ORCA input format:
```
! RIJCOSX wB97M-V def2-TZVPD def2/J DEFGRID3
* xyz 1 2
N -0.643 0.897 1.673
C 0.428 1.079 0.922
C 0.909 -0.069 -0.120
C 0.513 -1.430 0.514
C 0.374 0.284 -1.475
O 1.078 2.078 0.725
H -1.183 0.040 1.667
H -0.826 1.706 2.257
H 1.998 -0.151 -0.085
H -0.573 -1.461 0.646
H 0.692 -2.257 -0.158
H 0.966 -1.599 1.481
H 0.934 -0.298 -2.210
H 0.506 1.312 -1.817
H -0.724 0.309 -1.454
H -5.473 -2.128 -2.142
H -4.625 -1.697 -3.356
O -4.767 -1.540 -2.408
H 3.830 1.533 2.480
H 2.926 1.987 1.339
O 3.658 1.404 1.520
*
```

Calculated values
HOMO level (spin up / spin down)   -0.5095 / -0.5095 Ha
Gap between HOMO and LUMO (spin up / spin down)   0.37246 / 0.18539 Eh

Here are the Mulliken charges for atoms 1 to 2, given in e:
1. N -0.26
2. C 0.59

=====

Entry 2
Below is a molecular structure, C4H13NO3, with properties calculated with ωB97M-V/def2-TZVPD.

The geometry in ORCA input format:
```
! RIJCOSX wB97M-V def2-TZVPD def2/J DEFGRID3
* xyz 1 2
N 0.944 0.943 1.368
C 0.574 1.007 0.158
C 1.533 0.719 -0.960
C -1.576 1.138 -1.240
C -0.863 1.179 -0.006
H 0.086 0.291 2.032
H 1.917 0.655 1.498
H 1.042 0.812 -1.930
H 1.815 -0.334 -0.867
H -1.083 1.677 -2.059
H -1.652 0.093 -1.581
H -1.427 1.130 0.937
H 0.167 -2.077 -0.168
H 2.423 1.345 -0.880
O 0.316 -2.239 0.767
H -2.589 1.500 -1.075
H 0.083 -2.135 -3.021
O 0.074 -1.383 -2.391
H -1.189 -0.454 3.109
H -0.217 -1.607 1.294
O -0.889 -0.313 2.206
*
```

Calculated values
HOMO level (spin up / spin down)   -0.5184 / -0.5184 Ha
Gap between HOMO and LUMO (spin up / spin down)   0.23186 / 0.23151 Eh

Here are the Mulliken charges for atoms 1 to 2, given in e:
1. N -0.28
2. C 0.53

=====

Energies in kJ/mol, measured from the most stable structure: entry 1 0.0; entry 2 343.5.

=====

Entry 1
Below is a single C7H12N4 molecule, with properties calculated with ωB97M-V/def2-TZVPD.

The geometry in ORCA input format:
```
! RIJCOSX wB97M-V def2-TZVPD def2/J DEFGRID3
* xyz 0 1
N -2.537 -1.831 0.096
C -2.117 -0.554 0.089
C -2.896 0.589 0.133
C -1.965 1.635 0.111
N -0.691 1.163 0.008
N -0.771 -0.160 -0.018
N 0.693 -1.098 0.175
C 1.240 -0.727 -1.134
C 2.059 0.633 -0.757
C 2.148 0.782 0.718
C 1.452 -0.424 1.148
H -3.397 -1.948 -0.486
H -1.762 -2.401 -0.199
H -3.943 0.746 0.114
H -2.220 2.628 0.266
H 0.391 -0.613 -1.815
H 1.944 -1.591 -1.492
H 1.515 1.472 -1.238
H 3.012 0.612 -1.339
H 3.172 0.855 1.149
H 1.648 1.707 1.020
H 2.279 -1.156 1.395
H 0.744 -0.320 2.056
*
```

Calculated values
HOMO level   -0.2838 Ha
Gap between HOMO and LUMO   0.31902 Eh
SMILES   Nc1ccnn1N1CCCC1

Here are the Mulliken charges for atoms 1 to 2, given in e:
1. N -0.53
2. C 0.13

=====

Entry 2
Below is a single C7H12N4 molecule, with properties calculated with ωB97M-V/def2-TZVPD.

The geometry in ORCA input format:
```
! RIJCOSX wB97M-V def2-TZVPD def2/J DEFGRID3
* xyz 0 1
C -1.409 2.622 2.306
C -2.702 2.959 1.920
C -1.057 1.691 1.362
C -0.227 -0.483 -0.694
C 1.796 -1.010 -2.310
C 1.082 -2.596 -0.552
C 0.545 -1.467 -1.481
N -3.042 2.266 0.810
N -2.090 1.449 0.483
N 0.177 1.036 1.190
N 0.425 -0.003 0.424
H -0.870 2.814 3.126
H -3.433 3.686 2.317
H -1.107 -0.074 -1.184
H 2.339 -1.903 -2.752
H 2.531 -0.676 -1.569
H 1.716 -0.206 -2.963
H 1.845 -2.225 0.095
H 1.617 -3.468 -0.912
H 0.209 -2.932 -0.079
H -0.274 -1.832 -2.181
H 0.647 0.849 2.050
H 1.282 -0.493 0.594
*
```

Calculated values
HOMO level (spin up / spin down)   -0.2608 / -0.2608 Ha
Gap between HOMO and LUMO (spin up / spin down)   0.24078 / 0.24080 Eh

Here are the Mulliken charges for atoms 1 to 2, given in e:
1. C -0.77
2. C -0.39

=====

Entry 3
Below is 2 unconnected molecules or ions with the total composition C7H12N4, with properties calculated with ωB97M-V/def2-TZVPD.

The geometry in ORCA input format:
```
! RIJCOSX wB97M-V def2-TZVPD def2/J DEFGRID3
* xyz 0 1
C -0.672 -1.926 1.078
N -1.057 -0.753 1.729
C -2.341 -0.751 2.420
C -1.196 0.202 0.615
C -0.700 0.271 -0.628
N -0.747 0.454 -1.805
C -1.808 1.483 0.881
N -2.294 2.497 1.094
H 0.353 -1.892 0.684
H -0.562 -2.701 1.828
H -1.327 -2.179 0.272
H -2.263 -1.366 3.319
H -2.565 0.235 2.674
H -3.294 -1.125 1.874
H 0.058 0.733 -2.261
C 2.438 0.705 -0.414
N 1.874 1.052 -1.445
C 2.603 0.927 -2.769
H 3.465 0.383 -0.303
H 1.931 0.783 0.538
H 1.736 0.818 -3.465
H 2.886 1.972 -3.108
H 3.482 0.178 -2.808
*
```

Calculated values
HOMO level   -0.3031 Ha
Gap between HOMO and LUMO   0.32445 Eh
SMILES   CN(C)C(=C=N)C#N.C=NC

Here are the Mulliken charges for atoms 1 to 2, given in e:
1. C -1.09
2. N -0.05

=====

Energies in kJ/mol, measured from the most stable structure: entry 1 0.0; entry 2 129.3; entry 3 96.3.

=====

Entry 1
Below is a single C5H6O2S molecule, with properties calculated with ωB97M-V/def2-TZVPD.

The geometry in ORCA input format:
```
! RIJCOSX wB97M-V def2-TZVPD def2/J DEFGRID3
* xyz 0 1
O -2.601 0.343 -0.315
C -1.397 0.457 -0.483
C -0.883 1.779 -0.930
S 0.426 2.527 -0.356
C -0.462 -0.706 -0.250
C 0.288 -0.729 1.111
C 1.567 -0.734 0.173
O 0.787 -0.667 -0.989
H -1.501 2.313 -1.660
H -1.001 -1.643 -0.430
H 0.138 -1.609 1.716
H 0.288 0.220 1.724
H 2.131 -1.672 0.307
H 2.218 0.121 0.383
*
```

Calculated values
HOMO level   -0.3371 Ha
Gap between HOMO and LUMO   0.28991 Eh
SMILES   O=C(C=S)[C@@H]1CCO1

Here are the Mulliken charges for atoms 1 to 2, given in e:
1. O -0.52
2. C 0.24

=====

Entry 2
Below is a molecular structure, C5H6O2S, with properties calculated with ωB97M-V/def2-TZVPD.

The geometry in ORCA input format:
```
! RIJCOSX wB97M-V def2-TZVPD def2/J DEFGRID3
* xyz 0 1
C 0.599 -0.051 -0.026
C -0.102 -1.014 -0.998
C -1.385 0.330 0.273
C -0.188 -0.104 1.215
C -0.264 1.216 -0.350
H 2.614 1.273 0.291
H 0.041 -0.758 -2.118
H 0.201 -2.119 -0.998
H -2.363 0.612 0.467
H -0.190 -1.290 1.411
H 0.127 0.498 2.047
O -1.387 -0.929 -0.469
O -0.073 2.429 -0.618
S 2.371 -0.092 -0.127
*
```

Calculated values
HOMO level   -0.3416 Ha
Gap between HOMO and LUMO   0.36148 Eh

Here are the Mulliken charges for atoms 1 to 2, given in e:
1. C 0.15
2. C -0.51

=====

Energies in kJ/mol, measured from the most stable structure: entry 1 0.0; entry 2 75.9.

=====

Entry 1
Below is a molecular structure, H16NaO8, with properties calculated with ωB97M-V/def2-TZVPD.

The geometry in ORCA input format:
```
! RIJCOSX wB97M-V def2-TZVPD def2/J DEFGRID3
* xyz 1 1
Na 7.492 3.457 14.123
O 8.201 1.192 13.596
H 9.004 0.907 14.031
H 7.759 0.361 13.431
O 7.790 6.072 16.356
H 7.053 5.491 16.190
H 7.858 6.129 17.319
O 6.569 3.218 11.930
H 5.781 3.737 11.681
H 6.342 2.394 11.508
O 8.207 2.981 16.353
H 8.992 3.125 15.873
H 8.055 2.057 16.566
O 5.111 1.685 13.853
H 5.539 1.778 12.992
H 5.286 0.784 14.028
O 7.179 5.891 12.873
H 7.401 6.666 13.387
H 7.653 6.132 12.066
O 5.879 4.384 15.529
H 5.220 3.887 16.074
H 5.358 5.093 15.089
O 9.603 4.520 14.534
H 9.159 5.037 15.226
H 9.735 5.252 13.925
*
```

Calculated values
HOMO level   -0.5386 Ha
Gap between HOMO and LUMO   0.42097 Eh

Here are the Mulliken charges for atoms 1 to 2, given in e:
1. Na 0.86
2. O -0.52

=====

Entry 2
Below is a molecular structure, H16NaO8, with properties calculated with ωB97M-V/def2-TZVPD.

The geometry in ORCA input format:
```
! RIJCOSX wB97M-V def2-TZVPD def2/J DEFGRID3
* xyz 1 1
Na 0.190 -0.035 -0.373
O -1.387 0.319 1.845
H -1.234 0.579 2.753
H -0.587 -0.140 1.589
O -1.393 -1.163 -0.270
H -1.089 -1.966 -0.694
H -2.131 -1.443 0.272
O -2.206 0.913 0.174
H -2.073 0.031 -0.173
H -1.887 0.868 1.075
O 0.194 -0.066 -2.270
H -0.025 -0.777 -2.871
H -0.168 0.718 -2.684
O 1.356 -1.412 -0.824
H 1.877 -2.054 -1.308
H 1.935 -0.656 -0.729
O 0.322 -0.677 1.318
H 0.363 -1.150 2.149
H 1.230 -0.642 1.017
O 0.028 1.681 0.413
H -0.659 2.297 0.668
H 0.844 2.113 0.667
O 1.910 0.616 -0.467
H 2.864 0.589 -0.394
H 1.725 1.457 -0.885
*
```

Calculated values
HOMO level   -0.4391 Ha
Gap between HOMO and LUMO   0.30362 Eh

Here are the Mulliken charges for atoms 1 to 2, given in e:
1. Na 0.64
2. O -0.67

=====

Energies in kJ/mol, measured from the most stable structure: entry 1 0.0; entry 2 1141.2.